Record 1
49
Properties=species:S:1:pos:R:3 method="wB97M-V/def2-TZVPD" spin_multiplicity=4 e_lumo_ev="-1.743 / -1.807" relative_energy_kj_mol=513.08 orbital_gap_ev="4.26 / 9.97" s2=3.751 total_charge=+1 e_tot_ev=-59888.9693
Ti -0.59 -0.45 0.01
C 0.16 -3.46 0.25
O -0.63 -2.76 -0.38
N 0.64 -4.58 -0.19
N 0.33 -3.34 1.52
H 0.38 -4.87 -1.12
H 1.40 -4.95 0.37
H -0.12 -2.61 2.04
H 1.10 -3.90 1.87
C 1.41 -0.62 -3.37
O 0.79 -0.98 -2.38
N 1.06 -0.96 -4.61
N 2.56 -0.06 -3.42
H 1.53 -0.80 -5.49
H 0.17 -1.43 -4.56
H 2.74 0.04 -2.43
H 3.17 -0.04 -4.22
C -0.29 0.20 3.00
O -0.13 -0.83 2.38
N -0.36 1.40 2.56
N -0.56 0.12 4.29
H -0.18 1.64 1.59
H -0.78 1.99 3.27
H -0.86 0.89 4.86
H -0.92 -0.80 4.50
C 2.86 0.36 0.48
O 2.00 0.47 -0.36
N 3.84 1.14 0.73
N 2.84 -0.53 1.36
H 4.32 0.93 1.59
H 3.78 2.04 0.26
H 1.89 -0.83 1.47
H 3.57 -0.57 2.06
C -0.39 3.37 -0.71
O -0.98 2.45 -0.19
N 0.87 3.44 -0.81
N -0.93 4.41 -1.27
H 1.32 4.32 -1.00
H 1.47 2.65 -0.61
H -0.40 5.02 -1.88
H -1.91 4.60 -1.12
C -4.04 -0.25 0.14
O -2.89 -0.32 0.57
N -4.96 -1.05 0.48
N -4.41 0.46 -0.83
H -5.93 -0.89 0.27
H -4.73 -1.83 1.08
H -3.84 1.28 -0.98
H -5.39 0.47 -1.09

Record 2
42
Properties=species:S:1:pos:R:3 method="wB97M-V/def2-TZVPD" spin_multiplicity=3 e_lumo_ev="3.998 / 3.995" relative_energy_kj_mol=103.04 orbital_gap_ev="2.93 / 5.15" s2=2.055 total_charge=-2 e_tot_ev=-103204.2143
Pd 0.73 -0.45 -0.50
Cl 4.78 5.17 -0.79
C 4.12 3.56 -0.55
C 5.01 2.50 -0.46
C 4.51 1.24 -0.24
I 5.81 -0.41 -0.07
C 3.14 0.95 -0.13
O 2.72 -0.23 0.17
C 2.25 2.05 -0.34
N 0.92 1.75 -0.37
C 0.04 2.76 -0.48
C 0.43 4.08 -0.57
C 1.78 4.42 -0.58
C 2.73 3.38 -0.49
H 6.07 2.67 -0.57
H -1.00 2.47 -0.50
H -0.32 4.85 -0.64
H 2.09 5.45 -0.68
C -4.01 1.63 -2.33
S -3.65 1.72 -0.55
C -3.53 0.01 -0.19
C -2.55 -0.81 -0.63
S -1.28 -0.32 -1.69
S -2.76 -2.52 -0.21
C -4.26 -2.34 0.70
S -5.10 -3.60 1.37
S -4.83 -0.68 0.78
H -4.13 2.65 -2.70
H -4.93 1.06 -2.47
H -3.17 1.13 -2.80
N 0.86 -2.35 -0.63
C 0.41 -2.97 0.44
C 0.37 -4.40 0.48
C -0.16 -5.07 1.55
C -0.65 -4.38 2.65
C -0.62 -2.99 2.66
C -0.11 -2.29 1.60
H 0.73 -4.93 -0.38
H -0.20 -6.15 1.54
H -1.09 -4.92 3.49
H -1.03 -2.46 3.51
H -0.12 -1.18 1.60

Record 3
34
Properties=species:S:1:pos:R:3 method="wB97M-V/def2-TZVPD" e_lumo_ev="-8.062 / -7.721" orbital_gap_ev="8.38 / 7.45" total_charge=+2 e_tot_ev=-25864.3134
C -0.53 1.41 0.14
C 0.60 -1.45 3.57
C 1.94 1.10 -1.69
C 0.58 -0.08 -3.10
C -3.08 0.08 -0.41
C 1.05 -1.74 1.09
C -0.45 0.52 -1.09
N -0.84 0.74 1.24
N -0.01 -1.66 2.08
N 0.75 -1.35 -0.21
N -0.45 2.74 0.22
N 0.52 0.94 -2.07
S -1.80 -0.47 -1.56
H 1.29 -0.57 3.66
H -0.23 -1.25 4.15
H 1.01 -2.55 3.88
H 2.20 1.95 -1.05
H 2.35 0.19 -1.33
H 2.49 1.23 -2.60
H 1.40 0.03 -3.89
H 0.76 -1.03 -2.61
H -0.25 -0.09 -3.88
H -3.43 1.04 -0.87
H -2.64 0.04 0.59
H -3.96 -0.44 -0.47
H 1.44 -2.76 0.98
H 1.85 -1.14 1.45
H -0.48 -0.68 1.88
H -1.13 1.35 2.04
H -0.55 -2.56 2.21
H -0.11 -1.88 -0.39
H -0.19 3.19 -0.59
H -0.30 3.21 1.05
H 0.21 1.95 -2.43

Record 4
20
Properties=species:S:1:pos:R:3 method="wB97M-V/def2-TZVPD" e_lumo_ev=-0.132 relative_energy_kj_mol=749.69 orbital_gap_ev=6.64 total_charge=0 e_tot_ev=-11533.0104
C 1.72 0.40 0.85
C 0.48 1.28 0.91
C -0.18 0.50 -1.40
C 1.30 -0.79 -0.01
C 0.46 -0.84 -1.14
C -1.14 -1.61 1.00
C -0.54 0.57 0.07
C -0.28 -0.89 0.30
C -2.06 0.56 0.45
O -2.97 0.24 -0.40
H 2.53 0.98 0.50
H 1.70 0.09 1.88
H 0.06 1.30 1.89
H 0.57 2.43 0.66
H 0.60 1.35 -1.78
H -0.92 0.51 -2.19
H 1.93 -1.63 0.27
H 0.40 -1.63 -1.76
H -0.93 -2.69 1.24
H -2.72 -0.12 -1.34

Record 5
52
Properties=species:S:1:pos:R:3 method="wB97M-V/def2-TZVPD" e_lumo_ev=0.788 relative_energy_kj_mol=85.31 orbital_gap_ev=9.60 smiles="CCOCCCNC(=O)[C@@H]1CC(=O)N(CCc2ccc(C)cc2)C1" total_charge=0 e_tot_ev=-29281.4183
C -0.36 5.70 2.01
C 0.38 4.70 2.90
O 1.05 3.69 2.19
C 2.16 4.14 1.44
C 2.86 2.93 0.81
H 2.94 2.15 1.57
C 2.12 2.40 -0.41
N 0.80 1.93 -0.08
C -0.31 2.67 -0.31
O -0.31 3.69 -0.97
C -1.60 2.06 0.25
H -2.38 2.82 0.13
C -1.46 1.58 1.69
C -1.16 0.09 1.57
O -0.74 -0.64 2.44
N -1.45 -0.28 0.31
C -1.32 -1.63 -0.17
H -1.29 -2.28 0.71
H -2.19 -1.89 -0.77
C -0.03 -1.84 -0.99
C 0.07 -3.27 -1.42
C 0.58 -4.23 -0.56
C 0.65 -5.56 -0.94
C 0.19 -5.97 -2.19
C -0.32 -5.00 -3.05
C -0.39 -3.68 -2.67
H -0.79 -2.94 -3.36
H -0.68 -5.30 -4.02
C 0.26 -7.40 -2.61
H -0.74 -7.77 -2.86
H 0.88 -7.51 -3.50
H 0.67 -8.02 -1.82
H 1.05 -6.29 -0.25
H 0.94 -3.93 0.41
H -0.05 -1.18 -1.86
H 0.82 -1.57 -0.36
C -1.95 0.78 -0.53
H -3.04 0.68 -0.67
H -1.48 0.76 -1.52
H -2.39 1.70 2.25
H -0.67 2.10 2.24
H 0.75 1.18 0.59
H 1.99 3.20 -1.15
H 2.69 1.58 -0.86
H 3.87 3.23 0.51
H 1.84 4.83 0.65
H 2.86 4.67 2.11
H 1.09 5.24 3.54
H -0.33 4.17 3.53
H -0.90 5.17 1.23
H -1.07 6.27 2.61
H 0.32 6.40 1.54

Record 6
34
Properties=species:S:1:pos:R:3 method="wB97M-V/def2-TZVPD" e_lumo_ev=0.882 relative_energy_kj_mol=68.49 orbital_gap_ev=8.69 smiles=Cc1c[nH]c2ccccc12.Cc1ccccc1 total_charge=0 e_tot_ev=-18357.6320
C 0.22 -0.53 -2.51
C -0.11 1.85 -1.78
C -0.57 0.57 -1.93
C -2.03 1.84 -0.68
C -1.81 0.54 -1.19
C -3.14 2.20 0.04
C -2.79 -0.40 -0.85
C -4.00 1.19 0.45
C -3.82 -0.14 0.03
N -0.96 2.67 -1.11
H 0.85 2.14 -2.20
H -0.59 3.43 -0.56
H -0.18 -0.95 -3.45
H 0.32 -1.44 -1.91
H -3.46 3.21 0.29
H -2.73 -1.36 -1.35
H -4.78 1.54 1.12
H -4.52 -0.84 0.46
H 1.24 -0.21 -2.75
C 3.77 -1.94 0.06
C 1.93 -0.21 0.44
C 2.68 -1.32 0.89
C 1.06 0.41 1.29
C 0.77 -0.10 2.57
C 2.35 -1.87 2.12
C 1.37 -1.29 2.92
H 2.15 0.04 -0.59
H 0.46 1.27 1.03
H 4.10 -2.89 0.49
H 4.64 -1.28 0.04
H 0.03 0.38 3.19
H 2.99 -2.64 2.55
H 1.09 -1.79 3.85
H 3.47 -2.10 -0.98

Record 7
97
Properties=species:S:1:pos:R:3 method="wB97M-V/def2-TZVPD" e_lumo_ev="-6.736 / -6.781" relative_energy_kj_mol=190.85 orbital_gap_ev="5.19 / 5.12" total_charge=+2 e_tot_ev=-170330.5883
Au 0.29 -0.74 -0.03
C -2.68 -0.12 1.30
C -1.65 0.98 1.66
P -0.05 0.24 2.16
C -0.29 -0.50 3.78
C -1.20 0.02 4.70
C -1.29 -0.54 5.96
C -0.49 -1.62 6.31
C 0.40 -2.16 5.39
C 0.50 -1.60 4.12
C 1.20 1.55 2.39
C 2.50 1.49 1.87
C 3.40 2.50 2.23
C 3.03 3.55 3.06
C 1.73 3.62 3.54
C 0.83 2.62 3.22
P -1.99 -1.41 0.18
C -2.30 -2.99 0.98
C -3.61 -3.47 1.05
C -3.86 -4.69 1.67
C -2.80 -5.43 2.21
C -1.50 -4.95 2.13
C -1.25 -3.73 1.52
C -2.83 -1.44 -1.42
C -3.70 -0.45 -1.86
C -4.21 -0.50 -3.15
C -3.85 -1.53 -4.00
C -2.97 -2.52 -3.57
C -2.46 -2.48 -2.29
H -3.56 0.33 0.85
H -3.00 -0.65 2.19
H -2.05 1.61 2.45
H -1.42 1.61 0.81
H -1.84 0.86 4.45
H -1.98 -0.12 6.68
H -0.57 -2.06 7.30
H 1.01 -3.01 5.66
H 1.19 -2.03 3.40
H 2.07 -0.19 0.48
H 4.42 2.44 1.87
H 3.76 4.30 3.33
H 1.43 4.44 4.19
H -0.17 2.66 3.62
H -4.43 -2.91 0.62
H -4.87 -5.07 1.73
H -3.00 -6.38 2.67
H -0.69 -5.53 2.55
H -0.24 -3.35 1.45
H -3.98 0.37 -1.20
H -4.90 0.27 -3.48
H -4.25 -1.56 -5.01
H -2.69 -3.32 -4.24
H -1.77 -3.25 -1.95
Br 7.03 -1.37 -0.86
C 5.47 -0.66 -0.15
C 4.83 0.40 -0.81
C 3.70 0.95 -0.26
C 3.07 0.41 0.93
C 3.86 -0.60 1.62
C 4.99 -1.13 1.08
H 5.25 0.79 -1.72
H 3.22 1.79 -0.74
H 3.50 -0.95 2.58
H 5.55 -1.90 1.61
O 3.39 -2.71 -4.60
S 2.10 -2.17 -5.54
O 1.22 -3.30 -5.76
N 1.35 -1.18 -4.41
C 1.32 -1.56 -3.19
O 0.58 -0.83 -2.33
C 2.03 -2.70 -2.63
C 1.72 -3.29 -1.40
C 2.46 -4.35 -0.91
C 3.52 -4.85 -1.67
C 3.82 -4.30 -2.90
C 3.07 -3.24 -3.38
H 0.86 -2.94 -0.84
H 2.20 -4.81 0.03
H 4.09 -5.69 -1.31
H 4.63 -4.68 -3.51
N 0.07 1.59 -3.69
C 0.97 2.61 -3.12
P 0.36 2.98 -1.46
O -1.00 3.63 -1.60
O 0.53 1.80 -0.55
C 1.33 4.43 -0.83
N 0.39 5.61 -0.99
H 0.32 1.35 -4.64
H -0.90 1.91 -3.68
H 0.16 -0.01 -2.81
H 1.02 3.53 -3.71
H 1.98 2.19 -3.06
H 2.28 4.61 -1.33
H 1.51 4.27 0.23
H 0.64 6.20 -1.78
H 0.33 6.19 -0.17
H -0.54 5.11 -1.21

Record 8
12
Properties=species:S:1:pos:R:3 method="wB97M-V/def2-TZVPD" e_lumo_ev=3.562 relative_energy_kj_mol=129.56 orbital_gap_ev=7.14 smiles="O=C=CN/C([O-])=N/P" total_charge=-1 e_tot_ev=-19539.2949
C -1.29 -1.43 -0.31
C -1.19 -2.62 0.14
C -0.18 0.64 0.57
N -1.36 -0.27 0.49
N 0.77 0.27 -0.22
O -1.08 -3.68 0.62
O -0.33 1.56 1.37
P 2.19 1.10 -0.30
H -1.27 -1.43 -1.31
H -1.70 -0.33 1.49
H 2.08 2.56 -0.65
H 2.46 0.92 -1.66

Record 9
14
Properties=species:S:1:pos:R:3 method="wB97M-V/def2-TZVPD" e_lumo_ev="0.518 / 0.494" relative_energy_kj_mol=483.52 orbital_gap_ev="7.51 / 6.67" total_charge=0 e_tot_ev=-8368.2704
C -1.54 -0.63 0.95
C -0.53 -1.58 0.32
C 0.56 -0.63 -0.03
C 0.53 1.58 -1.13
O 1.60 -0.44 0.80
O 0.46 0.14 -1.11
H -2.11 -0.02 0.37
H -1.60 -0.47 2.04
H -0.14 -2.37 0.91
H -0.91 -1.88 -0.63
H 0.86 2.01 -0.12
H -0.43 1.98 -1.45
H 1.31 1.77 -1.84
H 1.94 0.55 0.91